Here is a cluster of 4 separate species, C4H14O4 in total in a non-equilibrium geometry from OMol25. Energies are from ωB97M-V/def2-TZVPD.

Geometry as XYZ:
```
22
Properties=species:S:1:pos:R:3:forces:R:3
C 2.9176 0.0274 -2.7240 -2.8 0.8 0.4
C 3.0145 -0.1165 -1.1648 1.5 -2.0 -1.1
C 1.9436 -0.2781 -0.3767 2.5 -0.7 0.1
O 0.7517 0.1237 -0.7670 -3.3 0.0 -2.8
C 1.9399 -1.0254 0.9461 -1.2 1.2 2.3
H 3.7006 -0.2038 -3.4284 1.2 0.3 0.7
H 2.4912 1.0598 -2.9992 0.6 -1.5 0.2
H 2.1816 -0.7634 -3.1168 0.3 1.1 0.7
H 3.9305 -0.6045 -0.7718 -0.5 0.6 -0.3
H 0.5791 0.0161 -1.7807 0.8 0.3 2.5
H 2.7424 -0.8269 1.7187 -0.3 -0.4 -1.6
H 1.6831 -2.0919 0.8951 0.7 0.1 -0.5
H 1.0570 -0.6824 1.5519 0.5 0.1 -0.7
H -4.4456 0.5628 0.6241 1.6 2.3 0.1
H -4.5457 -0.8878 0.6080 -2.8 2.7 -0.3
O -5.1659 -0.0084 0.5415 1.2 -5.0 0.2
H -2.0392 1.9906 -1.9871 -0.5 -0.4 -0.3
H -1.0261 1.2757 -1.1854 -2.0 -1.2 -1.0
O -1.8719 1.0669 -1.7373 2.6 1.6 1.5
H -2.7077 0.9128 4.8018 0.3 -0.1 0.1
H -4.0455 0.3214 5.1282 0.8 -0.4 0.2
O -3.0852 0.1320 5.2239 -1.1 0.6 -0.3
```
Positions in Å, forces in eV/Å.

Output
net charge: 0
E_HOMO: -0.3225 Eh
frontier orbital gap: 9.093 eV
structure (SMILES): C/C=C(/C)O.O.O.O

---

Here is a cluster of 2 separate species, C10H16O in total in a non-equilibrium geometry from OMol25. Energies are from ωB97M-V/def2-TZVPD.

Geometry as XYZ:
```
27
Properties=species:S:1:pos:R:3:forces:R:3
C 1.5052 -0.7417 -1.8246 -1.2 -2.1 1.2
C 0.1696 -1.5603 -2.1267 0.7 -0.6 2.4
C 2.5922 -1.7067 -1.3720 0.8 -1.2 -0.1
H 1.9252 -0.2046 -2.6688 -0.6 0.8 0.2
H 1.1702 -0.2645 -0.8811 0.8 1.1 -1.1
H 0.3046 -2.5991 -1.7494 0.4 0.3 -0.4
H 2.3105 -2.3249 -0.4938 -0.4 0.0 -0.8
H 2.9237 -2.3501 -2.2400 -0.3 0.4 1.1
H -0.1500 -1.7049 -3.1464 -0.4 0.7 -0.2
H -0.5456 -1.2282 -1.3076 0.2 -0.1 -2.2
H 3.4897 -1.2485 -0.9601 0.2 0.6 -0.4
C 0.6537 3.1727 0.8792 -1.3 1.2 -1.6
C -1.8367 0.4144 0.0339 1.1 0.4 0.8
C -1.2710 -0.6362 0.7647 -0.5 -0.4 0.0
C -1.1394 1.6537 0.0373 -1.6 -0.5 0.4
C -0.0997 1.8556 0.9153 2.0 0.5 -0.8
C -0.0642 -0.4974 1.4529 -0.4 0.0 -0.5
C 0.5024 0.7564 1.5276 0.0 -0.6 -0.1
O -1.8300 -1.9115 0.7354 0.1 0.6 0.2
H -2.7782 0.2179 -0.4630 0.2 0.3 -0.4
H -1.4276 2.5114 -0.5774 -0.3 -0.4 0.2
H 0.4643 -1.3673 1.8313 -0.3 0.1 0.1
H -2.7895 -1.8283 0.7075 0.1 0.0 -0.1
H -0.0118 4.0203 0.6082 -0.3 -0.4 0.8
H 1.2763 3.3320 -0.0125 0.6 -0.9 0.4
H 1.5078 0.7614 1.9275 -0.1 0.7 0.4
H 1.1669 3.4505 1.7714 0.5 -0.1 0.6
```
Positions in Å, forces in eV/Å.

Output
net charge: 0
E_HOMO: -0.3161 Eh
frontier orbital gap: 9.477 eV
structure (SMILES): Cc1ccc(O)cc1.CCC

---

Here is a structure of composition C52H37MnN5 in a non-equilibrium geometry from OMol25. Energies are from ωB97M-V/def2-TZVPD.

Geometry as XYZ:
```
95
Properties=species:S:1:pos:R:3:forces:R:3
Mn 0.2815 0.2111 0.0045 -3.0 -1.7 -1.5
C -1.4166 5.2713 5.5139 0.0 0.0 0.0
C -0.2832 5.3096 4.7144 0.0 0.0 0.0
C -0.1130 4.3772 3.7041 0.0 -0.1 0.0
C -1.0736 3.3905 3.4706 0.0 0.1 0.1
C -2.2227 3.3831 4.2595 0.0 0.0 -0.1
C -2.3881 4.3107 5.2769 0.0 0.0 0.0
C -0.8178 2.3867 2.4077 0.1 -0.2 -0.2
C -0.7690 1.0241 2.7218 0.1 0.2 -0.2
C -1.2022 0.4239 3.9508 0.0 -0.1 0.1
C -1.1455 -0.9196 3.7773 -0.2 0.1 0.1
C -0.5782 -1.1431 2.4821 0.3 0.0 -0.2
N -0.3686 0.0474 1.8464 0.1 0.0 0.6
C -0.0557 -2.3726 2.0739 0.0 0.2 0.0
C 0.9468 -2.4570 1.1146 -0.1 0.1 0.0
C 1.8260 -3.5736 0.9340 0.0 -0.1 0.0
C 2.7604 -3.1962 0.0293 0.0 -0.1 0.0
C 2.3999 -1.8825 -0.4225 -0.1 0.2 0.0
C 3.0068 -1.2023 -1.4777 -0.1 0.1 0.0
C 4.2687 -1.7326 -2.0578 0.1 0.0 0.0
C 4.3249 -2.9514 -2.7279 0.0 0.1 0.0
C 5.5239 -3.4064 -3.2568 0.0 -0.1 0.0
C 6.6789 -2.6510 -3.1221 0.0 0.0 0.0
C 6.6317 -1.4345 -2.4559 0.0 0.0 0.0
C 5.4343 -0.9772 -1.9288 0.0 -0.1 0.0
C 2.4671 -0.0480 -2.0457 -0.1 -0.3 0.1
N 1.3591 0.6129 -1.5917 0.6 0.2 -0.2
C 1.0879 1.5785 -2.5194 -0.1 0.1 0.3
C 0.1853 2.6198 -2.3246 0.1 -0.1 0.1
C -0.1166 3.5443 -3.4517 -0.1 0.0 -0.1
C -1.2269 3.2921 -4.2540 0.0 0.0 0.0
C -1.5528 4.1520 -5.2922 0.0 0.0 0.0
C -0.7748 5.2731 -5.5417 0.0 0.0 0.0
C 0.3437 5.5194 -4.7587 0.0 0.0 0.0
C 0.6705 4.6594 -3.7203 0.1 0.0 0.0
C -0.3365 2.9051 -1.0664 0.2 -0.2 0.0
C -0.8703 4.1790 -0.6856 -0.1 0.1 0.0
C -1.0061 4.1609 0.6613 0.0 0.1 -0.1
C -0.6306 2.8472 1.1039 -0.2 -0.1 0.1
N -0.2295 2.0929 0.0330 0.3 0.7 0.2
C 2.0168 1.4961 -3.6082 0.1 -0.1 -0.2
C 2.8994 0.5172 -3.2944 0.0 0.1 -0.1
N 1.3082 -1.4357 0.2752 0.5 -0.2 0.3
C -0.5671 -3.5850 2.7617 -0.1 -0.1 0.0
C 0.1925 -4.3693 3.6234 0.0 0.1 0.0
C -0.3754 -5.4689 4.2511 0.0 0.0 0.0
C -1.7034 -5.7973 4.0244 0.0 0.0 0.0
C -2.4658 -5.0240 3.1603 0.0 0.0 0.0
C -1.9035 -3.9232 2.5340 0.1 0.0 0.0
H -1.5469 5.9889 6.3136 0.0 0.0 0.0
H 0.4722 6.0663 4.8837 0.0 0.0 0.0
H 0.7805 4.3969 3.0925 0.0 0.0 0.0
H -3.0071 2.6672 4.0503 0.0 -0.1 0.0
H -3.2824 4.2835 5.8866 0.0 0.0 0.0
H -1.5108 0.9530 4.8350 0.0 0.0 0.0
H -1.4039 -1.6921 4.4831 0.0 0.0 0.0
H 1.7578 -4.5089 1.4639 0.0 0.0 0.0
H 3.5996 -3.7694 -0.3267 0.0 0.0 0.0
H 3.4167 -3.5287 -2.8518 0.0 0.0 0.0
H 5.5537 -4.3534 -3.7808 0.0 0.0 0.0
H 7.6114 -3.0050 -3.5422 0.0 0.0 0.0
H 7.5318 -0.8428 -2.3467 0.0 0.0 0.0
H 5.3921 -0.0284 -1.4083 0.0 0.0 0.0
H -1.8299 2.4127 -4.0627 0.0 0.0 0.0
H -2.4175 3.9453 -5.9099 0.0 0.0 0.0
H -1.0401 5.9499 -6.3435 0.0 0.0 0.0
H 0.9649 6.3836 -4.9572 0.0 0.0 0.0
H 1.5482 4.8534 -3.1146 0.0 0.0 0.0
H -1.0764 4.9912 -1.3642 0.0 0.0 0.0
H -1.3638 4.9479 1.3046 0.0 0.0 0.0
H 2.0085 2.1333 -4.4779 0.0 0.0 0.0
H 3.7569 0.1868 -3.8571 0.0 0.0 0.0
H 1.2236 -4.1064 3.8268 0.0 0.0 0.0
H 0.2232 -6.0675 4.9262 0.0 0.0 0.0
H -2.1442 -6.6524 4.5204 0.0 0.0 0.0
H -3.5026 -5.2732 2.9726 0.0 0.0 0.0
H -2.4850 -3.3180 1.8472 0.0 0.0 0.0
C -3.4654 0.4284 0.3724 0.0 -0.1 0.0
C -3.3658 -0.9266 -0.2705 0.3 0.2 0.1
C -4.4488 -1.7800 -0.3548 -0.1 -0.1 0.0
C -4.3343 -3.0339 -0.9440 0.1 0.0 0.0
C -3.1115 -3.4333 -1.4643 -0.2 0.0 0.0
C -1.9969 -2.6135 -1.4071 0.3 0.3 0.0
C -0.6792 -3.0639 -1.9756 -0.1 0.1 0.1
C -2.1117 -1.3387 -0.7961 -1.0 -1.0 0.5
N -1.0648 -0.5059 -0.7190 2.5 1.7 0.3
H -4.4789 0.6122 0.7262 0.0 0.0 0.0
H -3.1870 1.2109 -0.3389 0.0 0.0 0.0
H -2.7728 0.5025 1.2147 -0.1 0.0 0.0
H -5.4002 -1.4618 0.0560 0.0 0.0 0.0
H -5.1926 -3.6906 -1.0048 0.0 0.0 0.0
H -3.0177 -4.4077 -1.9304 0.0 0.0 0.0
H -0.8367 -3.7796 -2.7820 0.0 0.0 0.0
H -0.0803 -3.5534 -1.2031 0.1 0.0 0.0
H -0.1065 -2.2130 -2.3478 0.0 0.0 0.0
```
Positions in Å, forces in eV/Å.

Output
multiplicity: 2
net charge: 0
E_HOMO (alpha / beta): -0.2537 / -0.2567 Eh
frontier orbital gap (alpha / beta): 5.790 / 5.881 eV

---

Here is a cluster of 2 separate species, C2H4IO2S in total in a non-equilibrium geometry from OMol25. Energies are from ωB97M-V/def2-TZVPD.

Geometry as XYZ:
```
10
Properties=species:S:1:pos:R:3:forces:R:3
C 0.0951 -0.2762 0.5373 -0.6 1.5 -3.9
C -0.9342 -0.0283 -1.3266 -1.2 1.0 5.0
O 1.2788 0.5559 2.6638 -0.3 -0.7 1.7
O 2.5370 0.9624 0.6494 -1.1 0.1 -0.2
S 1.2211 1.1544 1.3398 0.3 0.2 -1.7
I -2.4455 -1.5425 -1.7450 0.6 0.3 0.2
H -0.7678 -0.7439 0.8963 -1.1 -0.4 1.5
H 0.8199 -0.9600 0.1868 0.8 -1.0 -0.2
H -1.5592 0.9022 -1.1122 1.2 -1.2 -0.8
H -0.2451 -0.0239 -2.0897 1.2 0.3 -1.7
```
Positions in Å, forces in eV/Å.

Output
net charge: -1
E_HOMO: -0.1414 Eh
frontier orbital gap: 6.545 eV